(1)
Here is C27H34IN10OPS6Sr as an isolated structure from OMol25. Energies are from ωB97M-V/def2-TZVPD.

Geometry (Å):
Sr -0.968 -0.621 -1.068
C -0.025 2.058 3.894
C -1.166 2.760 3.166
S -2.258 1.606 2.300
C -3.336 2.816 1.494
C -2.681 3.611 0.366
S -2.506 2.558 -1.096
C -1.170 3.389 -1.987
C 0.101 3.703 -1.192
S 0.533 2.404 -0.008
C 1.546 3.368 1.136
C 2.181 2.454 2.183
S 1.150 1.134 2.874
H -0.416 1.326 4.602
H 0.536 2.798 4.471
H -0.768 3.468 2.440
H -1.758 3.313 3.901
H -3.736 3.494 2.252
H -4.178 2.235 1.105
H -1.698 3.968 0.673
H -3.300 4.480 0.128
H -1.544 4.314 -2.430
H -0.944 2.695 -2.796
H -0.024 4.631 -0.627
H 0.920 3.836 -1.901
H 0.936 4.142 1.612
H 2.343 3.872 0.582
H 2.582 3.053 3.004
H 3.017 1.918 1.731
S -2.440 0.167 -3.566
C -1.302 0.869 -4.677
C -1.866 1.312 -5.925
N -2.345 1.651 -6.918
C 0.037 1.057 -4.475
S 0.942 0.662 -3.038
C 0.804 1.687 -5.515
N 1.452 2.191 -6.326
I -7.788 0.359 -0.352
C -5.825 -0.176 -0.037
C -5.300 -0.730 1.110
N -3.993 -0.899 0.874
N -3.635 -0.493 -0.349
C -4.741 -0.045 -0.923
H -5.756 -1.000 2.047
H -3.260 -1.273 1.471
H -4.705 0.361 -1.922
C -1.968 -4.231 -2.084
C -0.882 -3.338 -1.463
O 0.143 -3.946 -1.116
H -1.673 -5.288 -2.100
H -2.168 -3.874 -3.099
H -2.902 -4.107 -1.524
N -1.216 -1.531 1.598
C -1.142 -1.913 2.691
C -1.022 -2.349 4.014
C -1.053 -3.726 4.338
N -1.094 -4.845 4.619
C -0.871 -1.388 5.036
N -0.742 -0.592 5.867
C 4.277 -3.800 -0.680
N 4.156 -2.813 -1.748
C 4.969 -1.653 -1.408
N 4.667 -1.065 -0.104
C 4.776 -2.115 0.906
N 3.954 -3.293 0.654
C 2.520 -2.978 0.762
P 1.949 -1.702 -0.455
C 2.751 -2.434 -1.962
C 3.314 -0.485 -0.101
H 5.315 -4.151 -0.661
H 3.622 -4.644 -0.902
H 4.836 -0.891 -2.178
H 6.019 -1.966 -1.395
H 4.506 -1.699 1.880
H 5.823 -2.436 0.942
H 2.307 -2.629 1.777
H 1.925 -3.874 0.585
H 2.689 -1.703 -2.771
H 2.170 -3.309 -2.248
H 3.132 -0.039 0.881
H 3.265 0.319 -0.841

Results
total charge = -2
LUMO energy = 3.13 eV
energy relative to the best compared isomer or geometry (same formula, charge and spin) = 6.34 kcal per mole
frontier orbital gap = 4.7 eV
DFT total energy = -4731.0593 hartree

---

(2)
Here is a 2-piece molecular cluster, C3H7N2O2 overall from OMol25. Energies are from ωB97M-V/def2-TZVPD.

Geometry (Å):
O 0.690 0.738 1.735
C 1.244 -0.118 2.472
O 1.297 -0.157 3.714
H 1.727 -0.945 1.895
C -0.345 -1.376 -0.800
N -0.209 1.489 -0.841
C -1.036 0.722 -1.593
N -1.228 -0.537 -1.577
H 0.656 -1.373 -1.249
H -0.746 -2.395 -0.789
H -0.226 -1.039 0.234
H -0.421 2.482 -0.909
H 0.133 1.217 0.089
H -1.533 1.291 -2.383

Results
total charge = -2
⟨S²⟩ = 0.751
LUMO energy (spin up / spin down) = 6.66 / 6.57 eV
2S+1 = 2
energy relative to the best compared isomer or geometry (same formula, charge and spin) = 0.00 kcal per mole
frontier orbital gap (spin up / spin down) = 2.5 / 7.9 eV
DFT total energy = -378.4071 hartree

---

(3)
Here is a 6-piece molecular cluster, C38H84N4O6 overall at a distorted geometry from OMol25. Energies are from ωB97M-V/def2-TZVPD.

Geometry (Å):
C -0.397 -2.822 0.326
C 0.578 -3.430 -0.701
C 1.415 -4.593 -0.117
C -0.275 -4.073 -1.828
C 0.464 -4.337 -3.135
C 1.124 -3.063 -3.620
C 1.999 -2.383 -2.571
C 3.344 -3.159 -2.517
C 2.303 -0.992 -3.116
N 1.355 -2.301 -1.257
O 2.156 -1.618 -0.327
H -1.336 -3.379 0.243
H 0.039 -2.648 1.306
H -0.816 -1.865 -0.004
H 1.832 -5.225 -0.897
H 2.232 -4.144 0.451
H 0.787 -5.173 0.558
H -0.613 -5.075 -1.550
H -1.177 -3.501 -2.059
H 1.272 -5.079 -3.110
H -0.194 -4.776 -3.890
H 0.346 -2.363 -3.953
H 1.662 -3.233 -4.555
H 3.262 -4.062 -1.907
H 4.080 -2.561 -1.973
H 3.772 -3.515 -3.454
H 1.404 -0.408 -3.326
H 2.823 -1.002 -4.079
H 3.024 -0.444 -2.504
H 1.957 -0.691 -0.502
C 7.160 1.739 0.056
C 6.063 2.807 0.215
C 5.314 2.508 1.518
C 6.730 4.171 0.272
C 5.739 5.323 0.152
C 4.966 5.238 -1.148
C 4.283 3.861 -1.294
C 2.996 3.736 -0.426
C 3.845 3.682 -2.759
N 5.261 2.809 -1.021
O 4.770 1.536 -1.326
H 8.005 1.955 0.720
H 6.819 0.767 0.415
H 7.642 1.682 -0.920
H 4.531 1.750 1.430
H 5.929 2.134 2.339
H 4.830 3.430 1.844
H 7.268 4.316 1.212
H 7.425 4.335 -0.556
H 5.055 5.383 1.005
H 6.274 6.277 0.161
H 5.713 5.426 -1.925
H 4.291 6.095 -1.106
H 2.516 2.826 -0.785
H 2.359 4.620 -0.452
H 3.183 3.584 0.636
H 3.228 2.816 -2.990
H 4.702 3.592 -3.435
H 3.406 4.614 -3.122
H 5.267 1.203 -2.081
C -8.101 -3.747 0.219
C -7.000 -2.671 0.291
C -7.502 -1.389 0.939
C -5.984 -3.324 1.280
C -4.647 -2.554 1.236
C -4.134 -2.526 -0.210
C -5.066 -2.109 -1.325
C -4.990 -0.546 -1.345
C -4.513 -2.494 -2.741
N -6.435 -2.488 -1.036
O -7.369 -2.388 -2.081
H -9.039 -3.437 -0.256
H -7.930 -4.632 -0.402
H -8.371 -4.156 1.194
H -8.066 -1.638 1.838
H -6.761 -0.617 1.138
H -8.182 -0.929 0.214
H -6.248 -3.358 2.340
H -5.818 -4.380 1.057
H -4.653 -1.555 1.675
H -4.022 -3.097 1.951
H -3.719 -3.518 -0.457
H -3.154 -2.034 -0.236
H -5.767 -0.138 -1.997
H -4.033 -0.182 -1.735
H -5.090 -0.039 -0.382
H -3.430 -2.393 -2.777
H -4.963 -1.935 -3.556
H -4.748 -3.563 -2.800
H -7.140 -3.158 -2.616
C -0.642 -0.828 4.907
C -0.746 0.503 4.174
C -1.699 0.431 2.957
C -1.414 1.446 5.250
C -1.328 2.902 4.787
C 0.103 3.322 4.579
C 0.883 2.467 3.599
C 0.620 2.876 2.160
C 2.380 2.643 3.901
N 0.559 1.037 3.789
O 1.155 0.189 2.833
H -1.580 -1.151 5.354
H -0.331 -1.685 4.297
H 0.197 -0.733 5.599
H -1.237 -0.269 2.259
H -2.690 0.079 3.255
H -1.931 1.389 2.492
H -2.463 1.192 5.411
H -0.896 1.282 6.198
H -1.955 3.029 3.907
H -1.716 3.347 5.709
H 0.562 3.329 5.571
H 0.061 4.349 4.208
H 1.062 2.227 1.403
H 1.016 3.848 1.847
H -0.449 2.970 1.952
H 2.602 3.662 3.577
H 3.078 2.007 3.352
H 2.576 2.475 4.960
H 2.062 0.116 3.158
C -0.190 1.145 -0.997
O -1.129 0.695 -1.946
H 0.323 2.051 -1.315
H -0.716 1.299 -0.048
H 0.595 0.403 -0.790
H -1.595 -0.040 -1.538
C -2.122 0.572 -5.159
O -1.617 0.820 -6.465
H -3.046 -0.023 -5.197
H -1.470 -0.011 -4.509
H -2.397 1.578 -4.834
H -1.590 1.759 -6.625

Results
SMILES string = CC1(C)CCCC(C)(C)N1O.CC1(C)CCCC(C)(C)N1O.CC1(C)CCCC(C)(C)N1O.CC1(C)CCCC(C)(C)N1O.CO.CO
total charge = 0
LUMO energy = 0.61 eV
energy relative to the best compared isomer or geometry (same formula, charge and spin) = 58.00 kcal per mole
frontier orbital gap = 8.4 eV
DFT total energy = -2168.4363 hartree

---

(4)
Here is C13H34Mn2N2O9S as an isolated structure at a distorted geometry from OMol25. Energies are from ωB97M-V/def2-TZVPD.

Geometry (Å):
Mn -19.147 11.480 -30.490
Mn -14.031 11.161 -32.249
S -16.603 11.203 -31.382
O -17.705 10.223 -31.521
O -17.258 12.326 -30.646
O -15.392 10.690 -30.674
O -16.031 11.616 -32.695
C -14.194 14.010 -30.797
O -13.336 12.944 -31.227
C -12.237 12.714 -30.325
C -11.496 11.485 -30.798
N -12.465 10.377 -30.950
C -11.975 9.241 -31.784
C -13.148 8.326 -32.053
O -14.100 9.068 -32.837
C -15.247 8.277 -33.195
H -13.625 14.937 -30.723
H -14.640 13.766 -29.832
H -14.967 14.135 -31.550
H -12.618 12.563 -29.311
H -11.575 13.579 -30.354
H -10.697 11.251 -30.091
H -11.016 11.709 -31.754
H -12.609 9.999 -30.017
H -11.131 8.708 -31.343
H -11.627 9.637 -32.744
H -13.624 8.040 -31.106
H -12.843 7.417 -32.573
H -14.936 7.452 -33.833
H -15.940 8.930 -33.717
H -15.735 7.911 -32.290
C -20.330 12.847 -33.260
O -20.190 11.733 -32.368
C -21.171 10.693 -32.591
C -20.759 9.479 -31.797
N -20.635 9.874 -30.376
C -20.127 8.804 -29.466
C -19.416 9.395 -28.266
O -18.514 10.403 -28.697
C -17.789 11.026 -27.638
H -21.276 13.361 -33.093
H -20.267 12.500 -34.292
H -19.497 13.519 -33.070
H -21.234 10.505 -33.663
H -22.144 11.083 -32.268
H -19.786 9.123 -32.137
H -21.480 8.674 -31.959
H -21.567 10.079 -30.024
H -19.431 8.186 -30.032
H -20.952 8.190 -29.105
H -18.872 8.585 -27.764
H -20.107 9.765 -27.499
H -17.381 11.967 -28.004
H -16.948 10.397 -27.337
H -18.426 11.217 -26.772
C -16.376 7.499 -29.359
O -15.871 8.653 -28.715
H -16.928 6.910 -28.631
H -17.087 7.755 -30.160
H -15.577 6.891 -29.791
H -15.689 9.326 -29.380

Results
total charge = +2
⟨S²⟩ = 30.006
LUMO energy (spin up / spin down) = -4.94 / -5.52 eV
2S+1 = 11
frontier orbital gap (spin up / spin down) = 10.0 / 9.6 eV
DFT total energy = -4002.1777 hartree

---

(5)
Here is C28H30Br4N5O2PtSb as an isolated structure from OMol25. Energies are from ωB97M-V/def2-TZVPD.

Geometry (Å):
Pt -0.241 0.344 0.522
C 1.437 1.229 3.496
N 0.020 1.417 3.314
C -0.458 2.759 3.073
C -0.294 3.203 1.645
N -0.178 2.425 0.592
C -0.074 3.255 -0.525
C 0.093 2.944 -1.872
C 0.168 4.003 -2.753
C 0.089 5.334 -2.311
C -0.061 5.649 -0.975
C -0.138 4.577 -0.094
N -0.266 4.504 1.289
C 2.163 0.691 2.290
N 1.654 0.319 1.133
C 2.719 -0.067 0.309
C 2.736 -0.490 -1.017
C 3.967 -0.814 -1.551
C 5.146 -0.714 -0.796
C 5.136 -0.276 0.513
C 3.894 0.049 1.045
N 3.502 0.533 2.288
H 1.932 2.166 3.783
H 1.614 0.532 4.319
H -0.529 0.939 4.007
H -1.522 2.793 3.316
H 0.035 3.505 3.713
H 0.180 1.916 -2.203
H 0.303 3.810 -3.808
H 0.156 6.133 -3.037
H -0.113 6.675 -0.638
H -0.336 5.282 1.924
H 1.824 -0.539 -1.598
H 4.031 -1.144 -2.580
H 6.089 -0.974 -1.257
H 6.049 -0.186 1.086
H 4.110 0.742 3.063
Br -6.809 1.302 -2.089
C -5.015 0.854 -2.119
C -4.385 0.562 -3.442
Br -5.428 0.711 -4.973
C -3.094 0.193 -3.539
Br -2.226 -0.208 -5.134
C -2.276 0.069 -2.328
O -1.146 -0.343 -2.312
C -2.923 0.477 -0.980
O -2.240 0.484 0.046
C -4.320 0.807 -0.955
Br -5.055 1.175 0.724
C 0.250 -3.169 -2.398
C 0.766 -3.366 -0.978
Sb -0.283 -2.207 0.462
C 0.348 -2.946 2.361
C 0.789 -4.407 2.382
C -2.297 -2.857 0.219
C -2.513 -4.342 0.499
H 0.769 -3.843 -3.081
H 0.407 -2.149 -2.749
H -0.817 -3.386 -2.477
H 1.823 -3.116 -0.887
H 0.641 -4.396 -0.639
H -0.481 -2.755 3.045
H 1.167 -2.290 2.664
H 0.012 -5.079 2.020
H 1.038 -4.714 3.398
H 1.676 -4.564 1.767
H -2.581 -2.608 -0.807
H -2.898 -2.231 0.881
H -1.898 -4.971 -0.147
H -3.554 -4.615 0.323
H -2.282 -4.593 1.534

Results
total charge = +2
LUMO energy = -7.61 eV
energy relative to the best compared isomer or geometry (same formula, charge and spin) = 0.00 kcal per mole
frontier orbital gap = 6.3 eV
DFT total energy = -12164.3965 hartree

---

(6)
Here is C6F18MgN3O12S6 as an isolated structure at a distorted geometry from OMol25. Energies are from ωB97M-V/def2-TZVPD.

Geometry (Å):
Mg -0.261 0.397 0.290
C -3.900 -3.221 3.083
F -4.674 -3.470 4.105
F -3.302 -4.386 2.694
F -4.789 -2.781 2.078
S -2.546 -1.773 3.597
O -3.058 -0.563 3.045
O -2.533 -1.773 5.060
N -1.030 -2.183 2.630
S -0.339 -3.290 3.509
O 0.647 -2.623 4.360
O -1.260 -4.171 4.159
C 0.630 -4.419 2.243
F -0.276 -4.896 1.353
F 1.516 -3.608 1.610
F 1.370 -5.391 2.736
C -1.844 -2.992 -3.821
F -2.466 -3.592 -2.822
F -0.576 -3.526 -3.932
F -2.465 -3.254 -4.981
S -1.627 -1.056 -3.477
O -2.209 -0.304 -4.581
O -2.312 -0.802 -2.253
N 0.016 -0.737 -2.919
S 0.681 -0.549 -4.304
O 0.395 -1.527 -5.383
O 0.658 0.801 -4.889
C 2.566 -0.847 -3.838
F 2.907 -0.318 -2.674
F 2.786 -2.136 -3.791
F 3.315 -0.392 -4.860
C 1.579 5.760 -1.100
F 1.801 7.025 -0.683
F 1.300 5.680 -2.419
F 2.663 5.030 -0.859
S 0.090 4.899 -0.094
O -0.530 5.958 0.669
O -0.819 4.299 -1.049
N 0.789 3.603 0.835
S 1.356 4.421 2.088
O 1.820 5.771 1.987
O 0.613 4.009 3.261
C 3.006 3.401 2.300
F 3.469 3.438 3.567
F 2.868 2.145 1.956
F 3.975 3.944 1.518

Results
total charge = -1
LUMO energy = -4.05 eV
energy relative to the best compared isomer or geometry (same formula, charge and spin) = 249.21 kcal per mole
frontier orbital gap = 4.3 eV
DFT total energy = -5682.3601 hartree

---

(7)
Here is C34H39ClIrN5O4SSi as an isolated structure at a distorted geometry from OMol25. Energies are from ωB97M-V/def2-TZVPD.

Geometry (Å):
Ir -0.329 0.960 -0.095
C -1.125 5.225 -1.523
C -0.995 3.923 -0.782
N -0.350 2.920 -1.251
N 0.338 3.067 -2.413
C 1.333 2.213 -2.745
N 1.965 2.505 -3.933
S 1.797 0.960 -1.777
C -1.594 3.736 0.529
C -2.012 4.810 1.307
C -2.481 4.583 2.583
C -2.551 3.282 3.047
C -2.131 2.268 2.208
N -1.671 2.474 0.975
H -1.266 5.052 -2.592
H -0.247 5.861 -1.385
H -2.000 5.768 -1.174
H 0.185 3.878 -2.993
H 1.366 2.768 -4.705
H 2.612 1.772 -4.184
H -1.888 5.820 0.944
H -2.775 5.408 3.219
H -2.856 3.057 4.057
H -2.156 1.242 2.540
C -1.401 -0.672 0.778
Si 0.017 -1.850 0.699
C 1.586 -1.171 1.560
N 2.589 -0.598 0.668
C 3.297 0.570 1.183
C 4.536 0.154 1.970
C 5.567 -0.409 0.981
C 4.867 -1.070 -0.227
C 3.487 -1.618 0.129
C 0.153 -2.452 -1.072
C -0.568 -1.814 -2.084
C -0.823 -2.521 -3.270
C -0.326 -3.796 -3.481
C 0.493 -4.381 -2.520
C 0.718 -3.709 -1.331
C -0.387 -3.396 1.769
C -0.209 -3.310 3.155
C -0.563 -4.349 4.004
C -1.109 -5.516 3.487
C -1.305 -5.624 2.117
C -0.956 -4.575 1.275
H -1.647 -0.410 1.811
H -2.291 -1.025 0.259
H 2.030 -1.968 2.186
H 1.230 -0.392 2.236
H 2.621 1.160 1.793
H 3.610 1.193 0.336
H 4.239 -0.607 2.698
H 4.930 1.004 2.531
H 6.216 -1.134 1.479
H 6.198 0.409 0.623
H 5.472 -1.901 -0.597
H 4.763 -0.355 -1.047
H 3.616 -2.437 0.861
H 3.027 -2.051 -0.767
H -0.334 0.251 -2.581
H -1.429 -2.046 -4.035
H -0.571 -4.331 -4.392
H 0.914 -5.367 -2.681
H 1.325 -4.177 -0.562
H 0.212 -2.403 3.580
H -0.422 -4.246 5.074
H -1.388 -6.331 4.145
H -1.735 -6.530 1.703
H -1.122 -4.679 0.208
C -1.025 -0.384 -2.040
C -2.426 -0.076 -2.319
C -3.460 -0.993 -2.075
C -4.782 -0.688 -2.367
C -5.125 0.545 -2.901
C -4.117 1.476 -3.138
C -2.800 1.170 -2.853
H -3.206 -1.965 -1.668
H -5.553 -1.428 -2.183
H -6.158 0.780 -3.125
H -4.367 2.446 -3.553
H -2.016 1.896 -3.050
O 0.765 3.838 2.330
Cl 0.952 2.837 3.357
O 0.200 3.191 4.538
O 2.351 2.730 3.683
O 0.473 1.551 2.857

Results
total charge = -1
⟨S²⟩ = 0.766
LUMO energy (spin up / spin down) = 1.89 / 1.87 eV
2S+1 = 2
energy relative to the best compared isomer or geometry (same formula, charge and spin) = 33.19 kcal per mole
frontier orbital gap (spin up / spin down) = 5.5 / 5.6 eV
DFT total energy = -3145.6828 hartree